{
  "formula": "C64H75N3O3PRuSTe",
  "method": "wB97M-V/def2-TZVPD",
  "spin_multiplicity": 6,
  "s2": 8.814,
  "lumo_ev": [0.02, -0.97],
  "max_force_ha_per_bohr": 0.0180,
  "homo_lumo_gap_ev": [6.17, 5.51],
  "de_lowest_ev": 0.000,
  "homo_ev": [-6.15, -6.48],
  "species": ["Ru", "C", "C", "C", "C", "C", "C", "C", "N", "C", "C", "C", "C", "C", "C", "O", "C", "C", "C", "C", "C", "C", "C", "C", "C", "O", "C", "C", "C", "C", "C", "C", "H", "H", "H", "H", "H", "H", "H", "H", "H", "H", "H", "H", "H", "H", "H", "H", "H", "H", "H", "H", "H", "H", "H", "H", "H", "H", "H", "H", "H", "H", "H", "H", "H", "H", "H", "H", "H", "H", "H", "H", "C", "C", "C", "C", "C", "O", "C", "N", "C", "C", "C", "C", "C", "C", "P", "C", "C", "C", "C", "C", "C", "C", "C", "C", "C", "C", "C", "H", "H", "H", "H", "H", "H", "H", "H", "H", "H", "H", "H", "H", "H", "H", "H", "H", "H", "H", "H", "H", "H", "H", "H", "Te", "N", "S", "C", "C", "C", "C", "C", "C", "C", "C", "C", "C", "C", "C", "H", "H", "H", "H", "H", "H", "H", "H", "H", "H", "H"],
  "xyz": [[-0.1794, 0.4859, -0.3110], [-0.2774, 2.6079, 7.2495], [-0.9740, 3.0665, 5.9620], [-2.4582, 2.7105, 6.0644], [-0.8587, 4.5950, 5.8324], [-0.3132, 2.4162, 4.7445], [-1.0072, 1.6655, 3.8321], [-0.3727, 1.1729, 2.6736], [-1.0174, 0.4515, 1.7037], [-2.1705, -0.2331, 1.9046], [-2.5575, -0.7430, 3.1592], [-3.6777, -1.5187, 3.2977], [-4.4565, -1.7516, 2.1427], [-4.1163, -1.3114, 0.8771], [-2.8964, -0.5723, 0.7144], [-2.4236, -0.1869, -0.4255], [-4.9986, -1.6376, -0.3284], [-5.3684, -0.3449, -1.0732], [-6.3002, -2.3216, 0.0897], [-4.2487, -2.5995, -1.2664], [-3.9879, -2.1765, 4.6429], [-3.8559, -1.1631, 5.7880], [-5.3995, -2.7681, 4.6916], [-2.9796, -3.3201, 4.8661], [0.9822, 1.4916, 2.3711], [1.4608, 1.1008, 1.2136], [1.7280, 2.1941, 3.3713], [1.0548, 2.6328, 4.4974], [3.2098, 2.5250, 3.1892], [3.3426, 3.5586, 2.0641], [3.8171, 3.1260, 4.4622], [4.0316, 1.2708, 2.8530], [-0.7290, 3.0962, 8.1196], [0.7889, 2.8499, 7.2421], [-0.3771, 1.5255, 7.3738], [-2.8903, 3.1903, 6.9469], [-2.6054, 1.6296, 6.1616], [-3.0141, 3.0585, 5.1885], [-1.3800, 5.0939, 6.6569], [-1.3032, 4.9278, 4.8902], [0.1843, 4.9221, 5.8455], [-2.0648, 1.4717, 3.9521], [-1.9064, -0.5557, 4.0067], [-5.3681, -2.3259, 2.2522], [-5.9252, 0.3265, -0.4122], [-5.9987, -0.5785, -1.9378], [-4.4787, 0.1716, -1.4274], [-6.8908, -1.6883, 0.7592], [-6.1178, -3.2811, 0.5829], [-6.9006, -2.5166, -0.8028], [-3.3012, -2.1677, -1.5804], [-4.8495, -2.8032, -2.1603], [-4.0535, -3.5496, -0.7568], [-4.5297, -0.3159, 5.6315], [-2.8370, -0.7782, 5.8787], [-4.1155, -1.6374, 6.7390], [-6.1576, -2.0104, 4.4743], [-5.5908, -3.1618, 5.6925], [-5.5189, -3.5937, 3.9856], [-1.9549, -2.9371, 4.8869], [-3.0532, -4.0534, 4.0569], [-3.1767, -3.8317, 5.8153], [1.6151, 3.1880, 5.2409], [2.8170, 4.4808, 2.3278], [2.9113, 3.1676, 1.1481], [4.3983, 3.7969, 1.8839], [3.3721, 4.0938, 4.7099], [4.8868, 3.2871, 4.3064], [3.6949, 2.4526, 5.3161], [3.7245, 0.8327, 1.9070], [3.9173, 0.5146, 3.6370], [5.0895, 1.5373, 2.7885], [2.1074, -1.7241, 2.7315], [1.5615, -2.8193, 1.8241], [2.5822, -3.1748, 0.7388], [0.1735, -2.4526, 1.2356], [-0.6177, -3.6944, 0.8432], [-0.4404, -3.7650, -0.5893], [0.0153, -2.5666, -0.9876], [0.2640, -1.7200, -0.0589], [0.1972, -2.5218, -2.4613], [0.4740, -3.7676, -3.0438], [0.5561, -3.9224, -4.4117], [0.3080, -2.8338, -5.2344], [0.0550, -1.6005, -4.6672], [0.0440, -1.4035, -3.2822], [-0.3058, 0.2845, -2.6558], [0.6439, 1.3704, -3.8098], [0.2989, 2.7190, -3.8917], [0.9531, 3.5761, -4.7632], [1.9888, 3.1076, -5.5567], [2.3855, 1.7846, -5.4410], [1.7261, 0.9280, -4.5696], [-2.0274, 0.5101, -3.3201], [-2.7307, -0.5051, -3.9660], [-3.9960, -0.2761, -4.4943], [-4.5895, 0.9695, -4.3853], [-3.9221, 1.9774, -3.7053], [-2.6671, 1.7415, -3.1680], [3.0694, -2.0227, 3.1580], [1.4205, -1.5044, 3.5541], [2.2612, -0.8103, 2.1566], [1.3842, -3.7125, 2.4319], [2.8132, -2.2970, 0.1287], [2.2143, -3.9658, 0.0734], [3.5088, -3.5252, 1.1992], [-0.3742, -1.8675, 1.9571], [-1.6833, -3.6031, 1.0627], [-0.2254, -4.6094, 1.2778], [0.6147, -4.6229, -2.4005], [0.7767, -4.8955, -4.8338], [0.3044, -2.9457, -6.3124], [-0.1610, -0.7625, -5.3151], [-0.4743, 3.1241, -3.2543], [0.6576, 4.6177, -4.8102], [2.4903, 3.7698, -6.2526], [3.2173, 1.4083, -6.0254], [2.0743, -0.0888, -4.4797], [-2.3136, -1.4961, -4.0606], [-4.5200, -1.0874, -4.9853], [-5.5732, 1.1449, -4.8038], [-4.3811, 2.9504, -3.5749], [-2.2051, 2.5272, -2.5900], [-0.9574, 2.8791, -0.2106], [2.5567, 0.0749, -1.3481], [3.8952, 0.4671, -2.0852], [4.0965, 2.2423, -2.3325], [5.1761, 2.7078, -3.0762], [5.3031, 4.0706, -3.2953], [4.3499, 4.9504, -2.7887], [3.2654, 4.4676, -2.0707], [3.1349, 3.1003, -1.8488], [5.2786, 0.1715, -0.9622], [5.6794, -1.1598, -0.8805], [6.7126, -1.5159, -0.0288], [7.3499, -0.5400, 0.7280], [6.9465, 0.7849, 0.6394], [5.9030, 1.1490, -0.2022], [2.5602, 0.3877, -0.3710], [5.9129, 2.0117, -3.4674], [6.1455, 4.4476, -3.8651], [4.4563, 6.0163, -2.9576], [2.5128, 5.1414, -1.6776], [2.2879, 2.7003, -1.3033], [5.1675, -1.9063, -1.4791], [7.0255, -2.5510, 0.0424], [8.1613, -0.8142, 1.3921], [7.4438, 1.5426, 1.2336], [5.5802, 2.1805, -0.2520]]
}

{
  "formula": "C64H78FGeN9PS2SeTl",
  "method": "wB97M-V/def2-TZVPD",
  "spin_multiplicity": 2,
  "s2": 0.765,
  "lumo_ev": [2.17, 1.07],
  "max_force_ha_per_bohr": 0.0175,
  "homo_lumo_gap_ev": [6.17, 5.17],
  "de_lowest_ev": 0.055,
  "total_charge": -1,
  "homo_ev": [-4.00, -4.10],
  "species": ["Tl", "C", "S", "C", "S", "N", "N", "C", "C", "C", "C", "C", "C", "N", "H", "H", "H", "H", "H", "H", "H", "H", "C", "C", "C", "C", "C", "C", "C", "C", "C", "C", "C", "C", "N", "C", "C", "C", "C", "C", "C", "F", "H", "H", "H", "H", "H", "H", "H", "H", "H", "H", "H", "H", "H", "H", "H", "H", "H", "H", "H", "H", "H", "C", "Ge", "C", "C", "C", "C", "C", "C", "C", "C", "C", "C", "C", "C", "C", "C", "C", "C", "H", "H", "H", "H", "H", "H", "H", "H", "H", "H", "H", "H", "H", "H", "H", "C", "N", "C", "N", "C", "N", "C", "P", "C", "C", "H", "H", "H", "H", "H", "H", "H", "H", "H", "H", "H", "H", "C", "C", "C", "C", "N", "C", "Se", "N", "C", "C", "C", "C", "C", "C", "C", "C", "C", "C", "H", "H", "H", "H", "H", "H", "H", "H", "H", "H", "H", "H", "H", "H", "H", "H", "H", "H", "H", "H", "H", "H"],
  "xyz": [[-0.0043, -0.3886, -0.0376], [5.5836, 1.0889, 1.9506], [4.9831, -0.5753, 2.3132], [3.2456, -0.4945, 1.9005], [2.4816, 0.9802, 1.5827], [2.7403, -1.7042, 2.0444], [1.4348, -1.8811, 1.7521], [0.8568, -2.8457, 2.3547], [-0.5690, -3.1269, 2.1622], [-1.1233, -4.2923, 2.6866], [-2.4687, -4.5541, 2.4932], [-3.2404, -3.6260, 1.8126], [-2.6201, -2.4769, 1.3498], [-1.3206, -2.2374, 1.4972], [6.6735, 1.0394, 1.9615], [5.2230, 1.7851, 2.7044], [5.2213, 1.3966, 0.9721], [1.4126, -3.4495, 3.0725], [-0.4886, -4.9862, 3.2242], [-2.9035, -5.4732, 2.8641], [-4.2980, -3.7816, 1.6457], [-3.1933, -1.7183, 0.8274], [-1.7364, -5.3302, -1.4235], [-0.4293, -4.5806, -1.1349], [0.5822, -5.5107, -0.4638], [0.0855, -3.9548, -2.4156], [0.9273, -4.6757, -3.2523], [1.2952, -4.1914, -4.4986], [0.7840, -2.9793, -4.9235], [-0.0744, -2.2262, -4.1253], [-0.6681, -0.9562, -4.7200], [0.4257, 0.0408, -5.1126], [-1.5429, -1.2769, -5.9385], [-0.4096, -2.6861, -2.8245], [-1.2069, -1.9388, -1.9500], [-2.4906, -1.6835, -2.2764], [-3.1754, -2.3229, -3.3525], [-4.5125, -2.1072, -3.6355], [-5.2844, -1.2488, -2.8606], [-4.6663, -0.6084, -1.7909], [-3.3324, -0.8174, -1.5341], [-2.8197, -0.1626, -0.4494], [-2.1049, -5.8288, -0.5197], [-1.5796, -6.0883, -2.1975], [-2.5075, -4.6380, -1.7689], [-0.6643, -3.7674, -0.4516], [0.8192, -6.3733, -1.0933], [0.1676, -5.8922, 0.4711], [1.5111, -4.9792, -0.2362], [1.2917, -5.6483, -2.9400], [1.9619, -4.7591, -5.1390], [1.0419, -2.6164, -5.9151], [-1.2929, -0.4788, -3.9700], [1.1399, -0.4071, -5.8113], [0.9667, 0.3659, -4.2205], [-0.0107, 0.9201, -5.6010], [-0.9492, -1.7356, -6.7348], [-1.9953, -0.3608, -6.3340], [-2.3508, -1.9610, -5.6744], [-2.5971, -3.0100, -3.9589], [-4.9682, -2.6250, -4.4740], [-6.3345, -1.0852, -3.0676], [-5.2151, 0.0610, -1.1362], [-0.4072, 3.5388, 2.0128], [-0.9494, 1.6226, 2.1741], [-0.2781, 1.2497, 4.0174], [-0.7126, 2.0687, 5.0601], [-0.2607, 1.8712, 6.3598], [0.6327, 0.8433, 6.6367], [1.0684, 0.0150, 5.6100], [0.6133, 0.2190, 4.3122], [-2.9303, 1.7305, 2.4410], [-3.5927, 2.7967, 1.8793], [-5.0001, 2.9169, 1.9298], [-5.7489, 1.9504, 2.5354], [-5.1221, 0.8276, 3.1302], [-5.8823, -0.1825, 3.7714], [-5.2727, -1.2580, 4.3529], [-3.8669, -1.3734, 4.3218], [-3.1097, -0.4194, 3.7034], [-3.7045, 0.7117, 3.0841], [-0.8179, 4.0809, 2.8667], [-0.7427, 4.0234, 1.0936], [0.6833, 3.5824, 2.0483], [-1.4227, 2.8669, 4.8562], [-0.6075, 2.5215, 7.1549], [0.9893, 0.6915, 7.6493], [1.7684, -0.7867, 5.8163], [0.9641, -0.4231, 3.5152], [-3.0272, 3.5826, 1.3877], [-5.4737, 3.7820, 1.4808], [-6.8306, 2.0267, 2.5692], [-6.9625, -0.0825, 3.7968], [-5.8659, -2.0258, 4.8368], [-3.3876, -2.2292, 4.7823], [-2.0319, -0.5162, 3.6843], [-1.2023, 5.1328, -1.9960], [-0.2921, 4.5861, -3.0030], [-0.9792, 4.5703, -4.2915], [-2.2573, 3.8599, -4.2818], [-3.0964, 4.4358, -3.2295], [-2.4747, 4.4188, -1.9080], [-2.3016, 3.0457, -1.4180], [-1.2016, 1.9629, -2.4768], [0.1610, 3.2421, -2.6211], [-2.0720, 2.4171, -4.0769], [-1.4190, 6.1707, -2.2610], [-0.7058, 5.1143, -1.0236], [-0.3244, 4.1151, -5.0395], [-1.1755, 5.6053, -4.5840], [-4.0413, 3.8896, -3.1899], [-3.2994, 5.4766, -3.4944], [-3.2832, 2.5731, -1.3381], [-1.8693, 3.0704, -0.4166], [0.9007, 2.8926, -3.3445], [0.6610, 3.2941, -1.6507], [-3.0530, 1.9354, -4.0599], [-1.5181, 2.0057, -4.9226], [7.1316, -1.2961, -2.4731], [6.4652, -2.5608, -1.9197], [5.0134, -2.3556, -1.4716], [3.9550, -2.4204, -2.5573], [4.0828, -1.3808, -3.5722], [3.7210, -0.0765, -3.3993], [2.9629, 0.6480, -1.9061], [4.0293, 0.5715, -4.5682], [3.7326, 1.9689, -4.8580], [4.6278, 2.9517, -4.1121], [6.1078, 2.8388, -4.4817], [6.4288, 3.3870, -5.8748], [4.5529, -0.3305, -5.4835], [4.9993, -0.1792, -6.7866], [5.4844, -1.3075, -7.4361], [5.5198, -2.5467, -6.7986], [5.0719, -2.6957, -5.4925], [4.5902, -1.5694, -4.8457], [8.1924, -1.4694, -2.6742], [7.0509, -0.4851, -1.7428], [6.6729, -0.9574, -3.4039], [7.0346, -2.8817, -1.0433], [6.5255, -3.3734, -2.6549], [4.9306, -1.3937, -0.9700], [4.7461, -3.1113, -0.7299], [2.9694, -2.3171, -2.1056], [3.9887, -3.3766, -3.0732], [2.6904, 2.1575, -4.6019], [3.8442, 2.0969, -5.9346], [4.4991, 2.7919, -3.0439], [4.2662, 3.9614, -4.3381], [6.4223, 1.7917, -4.4154], [6.6840, 3.3927, -3.7376], [6.0164, 2.7475, -6.6609], [7.5073, 3.4515, -6.0324], [6.0081, 4.3883, -5.9978], [4.9680, 0.7778, -7.2927], [5.8380, -1.2207, -8.4551], [5.9043, -3.4087, -7.3283], [5.0899, -3.6619, -5.0034]]
}